(1)
ORCA calculation (ωB97M-V/def2-TZVPD) on a cluster of 14 separate species, H28O14 in total.

Its spin multiplicity is 1. As for the total charge: 0. The calculation puts the energy at -29118.0002 eV. The value obtained for the largest force on an atom is 4.60 eV/A.

Geometry (Å):
H: -0.274 -0.675 -0.002
H: 1.002 0.157 -0.441
H: -3.233 -0.297 1.488
H: -4.302 0.784 1.450
H: -4.401 -3.204 -0.257
H: -3.525 -3.073 0.949
H: 0.932 2.483 -3.732
H: 0.480 2.782 -2.311
H: -2.447 0.579 -1.890
H: -3.151 -0.818 -1.906
H: -1.673 2.909 3.083
H: -1.889 3.344 1.694
H: 3.756 1.297 -1.677
H: 4.019 1.082 -0.192
H: 2.940 3.127 -0.013
H: 2.064 3.763 1.023
H: 3.838 -4.435 0.660
H: 3.614 -3.045 0.803
H: -1.619 2.567 -0.698
H: -2.762 3.400 -0.873
H: -1.136 -2.744 -1.994
H: -1.193 -1.499 -2.858
H: -0.034 -3.732 0.816
H: 0.259 -3.342 -0.621
H: 4.019 -0.889 -0.420
H: 5.337 -1.352 -0.029
H: -0.144 -0.915 4.254
H: -0.593 0.215 4.978
O: 0.290 0.151 0.172
O: -4.225 -0.173 1.546
O: -3.867 -2.565 0.227
O: 0.115 2.727 -3.200
O: -2.302 -0.402 -1.999
O: -1.132 3.111 2.231
O: 3.448 0.763 -0.851
O: 2.954 3.788 0.705
O: 3.184 -3.830 0.400
O: -1.941 3.186 -1.337
O: -0.972 -2.443 -2.918
O: 0.050 -2.963 0.243
O: 4.506 -1.196 0.372
O: -0.094 0.038 4.247

=====

(2)
ORCA calculation (ωB97M-V/def2-TZVPD) on a cluster of 14 separate species, H28O14 in total.

Its spin multiplicity is 1. As for the total charge: 0. The calculation puts the energy at -29120.0804 eV. The value obtained for the largest force on an atom is 3.46 eV/A.

Geometry (Å):
O: -1.059 0.150 2.603
H: -2.005 0.405 2.595
H: -0.682 0.264 1.719
O: 0.254 0.742 -2.719
H: 0.280 1.579 -3.171
H: -0.327 0.275 -3.334
O: -0.187 0.205 0.168
H: 0.627 -0.225 0.230
H: -0.798 -0.519 0.000
O: 0.185 2.869 -0.582
H: -0.054 1.992 -0.388
H: 1.092 3.039 -0.544
O: -3.786 -1.701 1.338
H: -3.255 -2.097 0.646
H: -3.683 -0.793 1.079
O: 2.502 -0.373 -1.762
H: 3.155 0.081 -2.312
H: 1.645 0.118 -1.904
O: 0.670 -2.278 0.030
H: 0.042 -2.726 0.555
H: 1.364 -2.136 0.672
O: 2.032 0.197 1.861
H: 2.969 0.414 1.703
H: 1.630 1.014 2.164
O: 4.279 -0.632 0.266
H: 3.532 -0.575 -0.305
H: 4.606 -1.532 0.142
O: 0.359 -2.076 3.180
H: -0.399 -2.669 3.312
H: -0.063 -1.306 2.840
O: -3.833 0.916 0.418
H: -3.834 1.718 0.872
H: -3.135 1.002 -0.262
O: -2.139 -1.557 -0.917
H: -1.858 -1.886 -1.757
H: -2.820 -0.958 -1.203
O: -2.358 1.310 -1.808
H: -1.533 0.850 -1.871
H: -2.766 1.258 -2.699
O: 3.078 2.153 -0.525
H: 3.479 2.224 0.359
H: 2.799 1.249 -0.669

=====

(3)
ORCA calculation (ωB97M-V/def2-TZVPD) on a cluster of 14 separate species, H29O14 in total.

Its spin multiplicity is 1. As for the total charge: +1. The calculation puts the energy at -29128.6751 eV. The value obtained for the largest force on an atom is 3.14 eV/A.

Geometry (Å):
O: -1.434 4.446 0.945
H: -3.954 -3.206 1.885
O: 0.891 -1.230 0.868
H: -0.055 3.959 -3.272
H: 1.927 -1.321 0.686
O: -4.353 -1.378 -0.940
H: -0.184 -3.816 2.794
H: -4.782 -0.594 -0.551
O: -0.045 4.180 -2.319
H: -1.715 0.319 3.939
H: -0.577 4.965 -2.106
O: 3.119 -2.879 1.153
H: 4.000 -3.002 0.752
H: 3.517 -3.039 2.024
O: -1.467 -0.471 -0.560
H: -0.181 0.168 -4.792
H: 0.220 -4.176 1.284
O: 4.107 1.289 -0.328
H: 3.222 1.129 -0.605
H: 0.243 -1.453 0.031
O: -3.147 -2.651 1.942
H: -3.485 -1.805 2.259
H: -0.942 -0.943 -4.387
O: -1.085 -0.301 3.573
H: -0.649 4.962 0.780
H: -2.036 4.451 0.187
O: 3.060 0.741 -3.306
H: 1.951 -0.308 -2.158
H: -4.862 -2.165 -0.645
O: 0.287 -3.463 1.970
H: -1.574 0.016 -1.371
H: -0.943 3.011 1.844
O: -0.517 2.333 2.400
H: -0.390 -0.253 4.253
H: -0.613 2.702 3.299
O: 1.904 -0.381 -1.199
H: 0.541 -1.742 1.624
H: 1.021 -0.023 -0.950
O: 0.008 -0.739 -4.538
H: 3.697 0.675 -4.024
H: -2.277 -0.915 -0.241
H: 3.545 1.407 -2.801
H: 4.011 1.499 0.604

=====

(4)
ORCA calculation (ωB97M-V/def2-TZVPD) on a structure of composition H29O14.

Its spin multiplicity is 2. As for the total charge: +2. The calculation puts the energy at -29112.3645 eV. The value obtained for the largest force on an atom is 9.97 eV/A.

Geometry (Å):
O: -0.782 0.492 -0.046
H: -1.059 1.031 -0.848
O: -1.325 -1.516 2.986
H: -1.594 -2.371 3.366
H: -0.571 -1.519 2.610
O: 1.336 1.255 0.959
H: 0.762 4.287 0.444
H: 1.572 2.300 0.901
O: -0.090 -0.891 -2.076
H: 0.383 -0.147 -2.429
H: -0.100 -1.351 -2.862
O: -4.104 1.893 -1.256
H: -3.926 0.947 -0.985
H: -4.731 1.833 -2.007
O: -1.577 -3.569 0.207
H: -1.252 -3.626 -0.635
H: -2.122 -4.299 0.191
O: 0.279 1.488 4.410
H: -0.690 1.662 4.134
H: 0.637 2.366 4.470
O: -0.456 -3.501 -2.630
H: 0.396 -3.836 -2.925
H: -1.084 -3.484 -3.495
O: 1.324 1.553 -2.722
H: 2.167 1.494 -2.865
H: 0.065 1.191 0.634
O: 3.199 -0.879 1.483
H: 3.167 -1.360 2.253
H: 3.221 -0.032 1.867
O: 1.529 3.970 1.004
H: 1.621 1.031 0.066
H: -1.872 2.515 1.768
O: -0.909 2.939 1.542
H: 0.996 1.096 -3.556
H: -1.026 3.443 2.400
O: 2.944 -3.226 2.372
H: 2.476 -3.428 3.177
H: 2.525 -3.568 1.643
O: -0.586 -0.231 -4.540
H: -1.116 0.490 -3.940
H: -1.395 -0.307 -5.171
H: -0.475 -0.433 -0.281
H: 2.242 4.298 0.384

=====

(5)
ORCA calculation (ωB97M-V/def2-TZVPD) on a cluster of 2 separate species, H2INS in total.

Its spin multiplicity is 1. As for the total charge: 0. The calculation puts the energy at -20456.0795 eV. The value obtained for the largest force on an atom is 1.41 eV/A.

Geometry (Å):
N: -0.779 -0.343 -0.242
S: 0.552 0.478 -0.183
I: 3.916 -0.033 -0.002
H: -0.867 -0.879 -1.101
H: 0.411 0.840 1.125

=====

(6)
ORCA calculation (ωB97M-V/def2-TZVPD) on the molecule H2INS.

Its SMILES is NSI. Its spin multiplicity is 1. As for the total charge: 0. The calculation puts the energy at -20456.7235 eV. The value obtained for the largest force on an atom is 3.20 eV/A.

Geometry (Å):
N: 0.096 -0.558 0.779
S: 0.978 0.882 -0.590
I: -1.076 1.854 -1.160
H: -0.617 -0.730 0.120
H: 0.619 -1.449 0.851

=====

(7)
ORCA calculation (ωB97M-V/def2-TZVPD) on a cluster of 2 separate species, H2IO in total.

Its spin multiplicity is 1. As for the total charge: -1. The calculation puts the energy at -10183.3635 eV. The value obtained for the largest force on an atom is 1.19 eV/A.

Geometry (Å):
O: 0.291 -1.080 -0.264
H: -0.030 -0.152 -0.328
H: 0.792 -1.111 0.582
I: -1.054 2.343 0.011

=====

(8)
ORCA calculation (ωB97M-V/def2-TZVPD) on a cluster of 2 separate species, H2IO in total.

Its spin multiplicity is 1. As for the total charge: -1. The calculation puts the energy at -10183.2432 eV. The value obtained for the largest force on an atom is 1.16 eV/A.

Geometry (Å):
O: -0.469 -0.082 3.524
H: 0.447 -0.099 3.884
H: -0.351 0.000 2.551
I: 0.099 0.013 -0.794

=====

(9)
ORCA calculation (ωB97M-V/def2-TZVPD) on the molecule H2IO2PS.

Its SMILES is OP(O)(=S)I. Its spin multiplicity is 1. As for the total charge: 0. The calculation puts the energy at -32354.1983 eV. The value obtained for the largest force on an atom is 3.56 eV/A.

Geometry (Å):
O: 0.221 0.135 -0.873
P: 0.593 1.081 0.352
O: -0.041 0.414 1.583
S: 2.524 1.409 0.637
I: -1.250 2.673 -0.189
H: 0.673 -0.689 -0.828
H: 0.097 0.934 2.435

=====

(10)
ORCA calculation (ωB97M-V/def2-TZVPD) on a structure of composition H2KO.

Its spin multiplicity is 1. As for the total charge: +1. The calculation puts the energy at -18399.4457 eV. The value obtained for the largest force on an atom is 1.23 eV/A.

Geometry (Å):
O: -0.192 -0.056 -0.651
H: -0.932 0.085 -1.285
H: -0.374 0.571 0.086
K: 1.498 -0.600 1.850

=====

(11)
ORCA calculation (ωB97M-V/def2-TZVPD) on a cluster of 2 separate species, H2N2O2S2 in total.

Its spin multiplicity is 1. As for the total charge: 0. The calculation puts the energy at -28775.1271 eV. The value obtained for the largest force on an atom is 3.65 eV/A.

Geometry (Å):
N: -0.146 2.319 -0.705
N: 0.483 -1.160 0.208
O: 1.769 -0.480 2.224
O: -1.647 0.101 -0.877
S: 0.500 -0.344 1.510
S: -1.298 1.689 -1.211
H: -0.943 -0.565 -0.868
H: 1.283 -1.560 -0.281

=====

(12)
ORCA calculation (ωB97M-V/def2-TZVPD) on a cluster of 2 separate species, H2N2O3S in total.

Its spin multiplicity is 1. As for the total charge: 0. The calculation puts the energy at -19982.1819 eV. The value obtained for the largest force on an atom is 5.50 eV/A.

Geometry (Å):
N: -0.635 -0.595 -0.294
N: -1.457 -1.493 0.241
O: -1.704 -1.465 1.410
O: -1.748 -2.382 -0.569
O: -0.068 0.764 1.074
S: -0.653 0.041 -1.713
H: 0.199 0.228 1.830
H: 0.512 -0.497 -2.034

=====

(13)
ORCA calculation (ωB97M-V/def2-TZVPD) on a cluster of 2 separate species, H2N2O3S in total.

Its spin multiplicity is 1. As for the total charge: 0. The calculation puts the energy at -19983.8047 eV. The value obtained for the largest force on an atom is 7.40 eV/A.

Geometry (Å):
N: -0.320 -1.555 -0.377
N: 1.280 -0.237 0.695
O: -1.622 0.647 -1.858
O: -1.036 1.340 0.404
O: 0.788 -1.361 0.007
S: -1.943 0.642 -0.445
H: 2.167 -0.066 0.513
H: 0.685 0.591 1.062

=====

(14)
ORCA calculation (ωB97M-V/def2-TZVPD) on the molecule H2N2O3S.

Its SMILES is NS(=O)(=O)N=O. Its spin multiplicity is 1. As for the total charge: 0. The calculation puts the energy at -19986.6467 eV. The value obtained for the largest force on an atom is 3.33 eV/A.

Geometry (Å):
N: 0.208 -1.151 -0.110
S: -0.582 0.296 -0.296
O: -1.942 0.025 -0.015
O: -0.329 0.950 -1.554
N: 0.378 1.175 0.949
O: 1.367 1.632 0.466
H: -0.317 -1.927 0.318
H: 1.219 -1.000 0.242

=====

(15)
ORCA calculation (ωB97M-V/def2-TZVPD) on the molecule H2N2O3S2.

Its spin multiplicity is 1. As for the total charge: 0. The calculation puts the energy at -30822.3831 eV. The value obtained for the largest force on an atom is 5.41 eV/A.

Geometry (Å):
N: -1.105 -2.348 -1.403
N: 0.068 -0.266 -0.069
O: 1.526 -2.688 -1.403
O: 0.209 -3.135 -3.424
O: 0.174 -0.783 -2.432
S: 0.267 -2.520 -2.155
S: -0.967 -0.722 -1.336
H: 0.669 -0.949 0.163
H: -0.238 0.338 0.581

=====

(16)
ORCA calculation (ωB97M-V/def2-TZVPD) on a cluster of 2 separate species, H2N2O3Si in total.

Its spin multiplicity is 3. As for the total charge: 0. The calculation puts the energy at -17023.6088 eV. The value obtained for the largest force on an atom is 10.00 eV/A.

Geometry (Å):
N: -0.876 1.898 0.005
N: 0.026 2.306 -0.598
O: -1.328 1.658 1.054
O: 0.577 2.515 -1.622
O: -0.862 -1.385 -0.360
Si: 0.313 -2.007 0.281
H: 1.713 -1.468 0.869
H: 0.437 -3.517 0.372

=====

(17)
ORCA calculation (ωB97M-V/def2-TZVPD) on the molecule H2N2O4S.

Its spin multiplicity is 1. As for the total charge: 0. The calculation puts the energy at -22032.5880 eV. The value obtained for the largest force on an atom is 4.18 eV/A.

Geometry (Å):
N: -0.967 1.267 0.575
N: 0.112 1.553 0.093
O: 0.816 -0.379 -0.954
O: 0.329 2.346 -0.793
O: 1.341 1.146 0.814
O: 2.693 -0.947 0.418
S: 2.229 0.167 -0.262
H: 1.010 -1.257 -1.279
H: -0.974 0.800 1.448

=====

(18)
ORCA calculation (ωB97M-V/def2-TZVPD) on the ion H2N3O2 with charge -1.

Its spin multiplicity is 3. As for the total charge: -1. The calculation puts the energy at -8590.2703 eV. The value obtained for the largest force on an atom is 12.01 eV/A.

Geometry (Å):
N: -1.239 -0.931 -0.123
N: 0.131 -0.594 -0.288
N: -2.067 -0.005 -0.044
O: -1.707 1.185 -0.190
O: -3.258 -0.319 0.154
H: 0.468 -0.441 0.661
H: -0.134 0.609 -0.563

=====

(19)
ORCA calculation (ωB97M-V/def2-TZVPD) on a cluster of 2 separate species, H2N4O in total.

Its spin multiplicity is 1. As for the total charge: 0. The calculation puts the energy at -8035.5373 eV. The value obtained for the largest force on an atom is 2.48 eV/A.

Geometry (Å):
N: -0.080 0.107 0.676
N: 0.618 0.018 -2.014
N: -1.196 0.169 1.211
N: 1.617 -0.029 -1.542
O: 2.629 -0.290 -1.035
H: -1.546 -0.497 2.002
H: -2.043 0.523 0.701